(1)
{"formula": "C3H3NO4", "method": "ωB97M-V with the def2-TZVPD basis set", "charge": 0, "de_lowest_ev": 5.066, "spin_multiplicity": 1, "energy_ha": -471.68700, "lumo_ev": 0.34, "symbols": ["O", "N", "C", "O", "C", "C", "O", "O", "H", "H", "H"], "coordinates": [[2.56330, -0.23082, 1.18748], [1.95538, 0.65930, 0.20534], [0.82389, 0.08653, -0.08047], [0.30629, -1.08391, 0.35702], [-1.09423, -0.98825, 0.13866], [-1.43610, 0.17555, -0.29279], [-2.40436, 0.80551, -0.95426], [-0.19935, 0.76328, -0.72885], [3.48219, -0.13879, 1.07764], [-1.84668, -1.67036, 0.64451], [-2.15033, 1.62197, -1.55428]]}

=====

(2)
{"formula": "C3H3NOS", "method": "ωB97M-V with the def2-TZVPD basis set", "charge": 0, "de_lowest_ev": 2.336, "spin_multiplicity": 1, "energy_ha": -644.20109, "lumo_ev": -0.26, "symbols": ["S", "C", "C", "C", "O", "N", "H", "H", "H"], "coordinates": [[3.09733, -0.02085, 0.01363], [1.52192, 0.09723, -0.11155], [0.46838, -0.78164, -0.27194], [-0.70993, -0.09212, -0.18860], [-0.62312, 1.21145, -0.05805], [0.78908, 1.51474, 0.01970], [0.61104, -1.79846, -0.26671], [-1.70208, -0.45228, -0.32203], [1.03976, 1.91018, -0.90380]]}

=====

(3)
{"formula": "C3H3NOS", "method": "ωB97M-V with the def2-TZVPD basis set", "charge": 0, "de_lowest_ev": 1.583, "spin_multiplicity": 1, "energy_ha": -644.22876, "lumo_ev": 0.20, "symbols": ["N", "C", "C", "C", "O", "H", "S", "H", "H"], "coordinates": [[-0.56377, -0.45265, -1.68554], [-0.11530, -0.86424, -0.72586], [0.64046, -1.20038, 0.44257], [1.29920, -2.29320, 0.50545], [2.01427, -3.18797, 0.41810], [0.93302, -0.44078, 1.18596], [-0.97801, 2.79292, -0.38750], [-0.95702, 2.60848, 0.94697], [-2.27284, 3.03782, -0.70015]]}

=====

(4)
{"formula": "C3H3NOS2", "method": "ωB97M-V with the def2-TZVPD basis set", "charge": 0, "de_lowest_ev": 5.163, "spin_multiplicity": 1, "energy_ha": -1042.30896, "lumo_ev": [-1.46, -1.46], "symbols": ["C", "C", "C", "N", "O", "S", "S", "H", "H", "H"], "coordinates": [[1.44467, 0.14025, 0.02428], [1.13181, -1.21276, 0.14148], [-1.34175, -0.29902, -0.31710], [0.52065, 1.02484, 0.27484], [-3.30927, 1.37619, -0.42053], [-0.53670, -1.67533, -0.01440], [-2.68744, 0.33227, 0.41078], [2.35960, 0.50904, -0.34732], [1.64715, -2.11859, 0.38939], [0.77128, 1.92312, -0.14141]]}

=====

(5)
{"formula": "C3H3NOS2", "method": "ωB97M-V with the def2-TZVPD basis set", "charge": 0, "de_lowest_ev": 3.399, "spin_multiplicity": 1, "energy_ha": -1042.37375, "lumo_ev": 0.01, "symbols": ["S", "C", "C", "C", "O", "N", "S", "H", "H", "H"], "coordinates": [[2.06780, -0.88535, -0.02166], [0.83496, 0.21212, -0.00947], [0.81671, 1.65329, 0.09060], [-0.49118, 2.10830, 0.14231], [-1.29646, 1.06880, -0.14544], [-0.53798, -0.07181, -0.22432], [-1.60587, -1.33672, 0.01495], [1.85224, 2.14869, 0.14920], [-0.94813, 3.05784, 0.04824], [-1.12046, -1.54347, 1.30303]]}

=====

(6)
{"formula": "C3H3NOS2", "method": "ωB97M-V with the def2-TZVPD basis set", "charge": 0, "de_lowest_ev": 3.046, "spin_multiplicity": 1, "energy_ha": -1042.38674, "lumo_ev": -1.39, "symbols": ["O", "C", "N", "C", "S", "C", "S", "H", "H", "H"], "coordinates": [[0.69692, 2.36271, -0.29301], [0.16171, 1.44148, 0.28065], [0.05685, 0.04266, -0.00045], [1.25788, -0.81997, -0.04466], [2.87564, -0.38500, 0.10761], [-1.26500, -0.58053, -0.17942], [-2.87436, -0.14641, 0.09864], [-0.70027, 1.65439, 1.00900], [0.88748, -1.90690, -0.16500], [-1.09685, -1.66244, -0.81337]]}

=====

(7)
{"formula": "C3H3NOS2", "method": "ωB97M-V with the def2-TZVPD basis set", "charge": 0, "de_lowest_ev": 3.074, "spin_multiplicity": 1, "energy_ha": -1042.38570, "lumo_ev": -1.30, "symbols": ["O", "C", "N", "C", "S", "C", "S", "H", "H", "H"], "coordinates": [[2.15499, 0.47323, 1.49080], [1.05990, -0.08097, 1.34964], [0.25219, 0.05438, 0.09623], [0.95146, 0.36410, -1.03457], [0.38425, 0.84378, -2.44519], [-1.17998, -0.31688, 0.21665], [-1.90303, -1.12907, 1.42088], [0.33820, -0.28126, 2.15619], [1.86879, 0.51614, -0.89841], [-1.90008, 0.36581, -0.65915]]}

=====

(8)
{"formula": "C3H3NS", "method": "ωB97M-V with the def2-TZVPD basis set", "charge": 0, "de_lowest_ev": 2.125, "spin_multiplicity": 1, "energy_ha": -568.93949, "lumo_ev": 0.50, "symbols": ["N", "C", "C", "C", "S", "H", "H", "H"], "coordinates": [[1.34382, -0.49782, 0.44653], [0.11734, -0.26094, 0.02722], [-0.92131, -0.20403, -0.86968], [-1.19726, 0.75450, 0.02876], [-1.83488, 1.85698, 0.96427], [2.12878, -1.16785, 0.12045], [1.54184, 0.07033, 1.22420], [-1.17833, -0.55118, -1.94175]]}